1.
The following is a quantum chemistry calculation of C28H73BF4N5O9Pd as an isolated structure at a distorted geometry, from OMol25.

Structure (XYZ):
```
121
Properties=species:S:1:pos:R:3:forces:R:3:lowdin_charge:R:1
Pd 3.36310 -2.49127 1.49227 -0.6 0.0 -0.2 1.253
F 1.09193 0.05172 -0.99282 1.9 0.6 -1.3 0.192
F 1.47092 0.75846 1.20492 -0.1 0.4 -0.2 0.150
F 1.86995 -1.36154 0.70394 -0.5 -0.5 -0.8 0.038
F -0.24973 -0.64411 0.46265 -0.5 -0.3 1.5 0.106
O 2.14913 -2.56541 3.23838 1.2 1.5 1.2 -0.280
O 3.96835 -2.32036 -0.53926 0.4 -1.3 -0.7 -0.298
O -4.22226 2.24947 3.32454 1.2 0.7 0.0 -0.200
O 1.25741 2.14929 -4.39974 0.8 0.0 -0.9 -0.213
O -2.78393 -1.55208 -3.66664 -0.6 0.3 -0.6 -0.215
O 0.47424 -6.42335 0.39403 -0.7 0.7 -0.5 -0.238
O 0.57080 3.26497 -0.26892 -0.2 -0.8 -0.9 -0.062
O -6.58764 0.09665 -0.64559 1.2 -1.5 -0.9 -0.189
O 3.92834 2.67958 2.17345 -0.9 0.2 0.4 -0.193
N -5.52194 -0.14301 -3.40931 3.3 0.4 3.9 0.224
N -3.88932 -0.40256 4.00458 0.1 0.7 -1.1 0.035
N 3.86095 -0.48923 2.23289 0.9 2.4 1.0 -0.107
N 2.04639 -4.18493 0.59581 1.2 -0.6 -0.4 -0.077
N 0.46957 4.76442 -7.04416 -2.1 -0.1 -0.3 0.010
C -4.46334 3.13371 4.40903 -1.3 0.7 0.2 -0.098
C -5.53065 -0.87947 -0.89750 -1.6 1.2 -0.6 -0.133
C 4.61957 -1.32766 -1.27856 1.0 1.2 -1.2 -0.057
C 0.48177 3.80792 2.03101 -0.4 0.6 1.7 -0.071
C 0.48584 2.87461 -5.38891 0.1 0.8 1.6 -0.173
C 2.34224 -1.38985 4.02723 1.4 1.1 0.4 -0.147
C -1.47304 -0.29147 4.21317 -0.1 1.2 -0.4 -0.070
C -6.60520 0.41258 0.72608 0.7 1.2 0.8 -0.097
C -2.80024 0.52095 4.27335 2.0 0.8 0.8 -0.397
C -0.21210 3.87828 0.69879 -0.6 0.3 0.0 -0.321
C -3.09276 -0.31938 -4.35885 0.8 -1.8 1.9 -0.138
C 5.04154 1.93590 2.59469 -0.4 -0.4 -1.0 -0.203
C 1.92082 5.10650 -5.11939 -0.2 -1.4 -0.2 -0.041
C 3.69825 -0.68635 3.71709 -0.3 0.5 -0.4 -0.126
C 4.17884 3.78452 1.31155 0.8 1.2 0.7 -0.080
C 0.70005 -4.05127 -0.11625 0.8 0.6 0.3 -0.128
C 3.64785 -3.49144 -1.29304 -0.8 -1.4 -0.1 -0.170
C 1.24089 4.04792 -6.06286 2.1 0.5 -0.2 -0.431
C 0.85251 -2.96475 3.44276 -2.6 -2.4 -1.2 -0.104
C -5.64630 -1.26264 -2.43127 -0.4 -0.4 -1.1 -0.071
C -2.86043 1.87647 3.36931 0.6 -2.9 0.3 -0.172
C 0.16175 -5.38722 -0.60563 0.5 -1.8 0.8 -0.178
C 1.07607 2.42946 -3.00171 -1.5 1.3 -1.7 -0.105
C 4.97042 0.54140 1.90525 2.0 -1.0 1.3 -0.115
C -1.98564 -1.52501 -2.48911 0.0 0.0 -0.3 -0.082
C 0.14315 -7.79385 -0.04337 1.0 1.5 0.2 -0.036
C -4.14515 0.47576 -3.58729 -1.1 -0.1 -2.2 -0.077
C 3.16075 -4.59767 -0.32027 -0.7 0.1 -2.4 -0.171
B 1.09247 -0.24683 0.32191 -2.6 0.3 0.2 -1.320
H -0.01020 -3.50147 0.50129 0.2 -0.3 0.5 0.115
H 0.24526 4.72404 2.57221 -0.2 -0.2 0.6 0.083
H 3.18191 0.24125 2.07354 -1.9 -0.8 -0.8 0.072
H 5.85131 0.03978 2.30588 0.6 -0.1 -0.8 0.119
H -5.69660 -1.72444 -0.22922 -0.2 -0.6 -0.6 0.137
H 4.61923 -1.11636 4.11077 -0.2 -0.3 0.2 0.130
H -0.13623 -8.41084 0.81067 0.1 0.3 0.0 0.091
H 0.61566 -5.64646 -1.56213 0.2 -0.2 -0.1 0.117
H 0.58718 -3.20068 4.47330 0.4 0.3 0.2 0.118
H -6.91277 -0.34409 1.44786 -0.2 -0.6 -0.5 0.100
H -3.79440 0.76562 -2.59682 -0.1 -0.3 0.4 0.145
H 2.87601 4.67281 -4.82342 0.0 0.2 0.3 0.072
H -2.19269 2.69878 3.62627 -0.2 0.0 1.1 0.110
H -0.67030 -7.76690 -0.76839 0.2 -0.2 -0.1 0.087
H 0.72294 -3.88350 2.87074 0.1 -0.3 0.2 0.089
H 2.13058 6.02383 -5.66949 -0.2 -0.1 0.0 0.072
H 4.98513 0.73044 0.83187 0.0 -0.5 0.1 0.109
H -2.16290 0.24937 -4.35896 -0.2 0.5 -0.5 0.131
H 5.23262 -0.69601 -0.63570 -0.1 -0.3 0.1 0.082
H -0.61755 4.80729 0.29800 1.1 0.7 0.3 0.120
H -4.53031 -0.53292 -0.63802 0.1 0.6 -0.2 0.118
H 5.26860 -1.75983 -2.04020 0.3 -0.3 0.2 0.106
H 1.10863 -8.10536 -0.44203 -0.5 -0.8 -0.4 0.090
H -4.58205 0.29697 3.77899 -1.2 -0.5 0.0 0.049
H -1.43189 -1.07894 4.96569 -0.3 -0.2 -0.2 0.075
H 0.05608 2.12501 -6.05336 0.5 0.1 -0.5 0.114
H -1.17319 3.38568 0.84625 -0.2 -0.7 -0.1 0.096
H -5.57899 0.68214 0.97573 0.0 0.3 0.5 0.081
H -2.51252 -2.18048 -1.79567 0.3 0.2 0.4 0.088
H -7.24420 1.28159 0.88299 0.0 -0.1 -0.2 0.104
H -1.80059 -0.53666 -2.06835 -0.4 0.2 0.1 0.087
H 0.01616 4.06762 -7.61775 -0.4 0.0 -0.3 0.064
H -5.41867 3.60827 4.18487 0.0 0.0 0.2 0.095
H 3.34025 4.48048 1.28973 -0.5 -0.8 -0.3 0.085
H -3.73294 3.93137 4.54452 0.3 0.0 -0.5 0.091
H 5.22988 1.83396 3.66344 -1.0 0.2 0.4 0.122
H 5.93643 2.49240 2.31614 0.4 -0.6 -0.6 0.130
H -6.09984 0.59736 -3.03784 -1.2 0.5 -0.7 0.149
H -2.98129 0.85860 5.29379 0.6 0.4 0.3 0.118
H 4.93035 4.44098 1.75017 0.5 -0.2 0.3 0.090
H -0.98773 -1.91671 -2.68626 0.0 -0.2 -0.2 0.089
H 0.82870 3.48513 -2.88990 0.3 0.2 0.2 0.065
H 1.95848 2.21291 -2.39958 -0.3 -0.4 -0.3 0.087
H 0.13381 1.93785 -2.75973 0.3 -0.5 0.9 0.071
H -0.91520 -5.44046 -0.76515 -0.1 0.6 0.0 0.126
H 3.59943 0.34239 4.06355 0.1 -0.2 0.9 0.123
H -0.57636 0.30626 4.37678 0.0 0.4 0.2 0.062
H 4.44743 -3.94751 -1.87681 1.0 0.4 0.5 0.135
H 2.19936 -1.69239 5.06460 0.6 0.1 0.2 0.142
H -4.10370 -0.83152 4.89346 -0.4 -0.1 -0.1 0.079
H 0.07233 -2.34042 3.00730 0.4 0.8 0.1 0.089
H -4.31896 1.38689 -4.15978 -0.1 0.2 0.2 0.138
H -4.54486 2.67205 5.39307 0.0 -0.6 -0.1 0.090
H 4.55385 3.56704 0.31147 -0.4 -0.6 -0.1 0.097
H -2.37864 1.61476 2.42725 -1.0 -0.3 -0.9 0.105
H 1.99156 -5.03510 1.13830 -0.6 -0.1 0.8 0.098
H -4.94230 -2.04470 -2.71563 0.0 0.1 0.1 0.121
H 2.79435 -5.44160 -0.90475 -0.2 0.1 -0.7 0.118
H 2.98246 -3.28558 -2.13148 -0.8 0.5 0.5 0.135
H 0.55284 2.36059 0.05260 0.7 -0.5 -0.5 0.053
H 1.57737 -0.62999 3.86694 -0.4 -0.2 -0.6 0.120
H -6.67002 -1.57357 -2.63961 -0.1 -0.4 0.5 0.143
H 3.96875 -0.67726 -1.86297 -0.7 -0.1 0.4 0.111
H 0.84921 -3.34608 -0.93391 0.1 -0.2 -0.3 0.115
H -1.34683 -0.66792 3.19805 -0.2 -0.4 0.0 0.055
H 4.04605 -5.11273 0.05262 -0.1 0.6 1.5 0.131
H 2.05435 3.65962 -6.67574 0.6 -0.8 0.6 0.124
H -3.40211 -0.65829 -5.34756 -0.1 0.5 0.0 0.142
H 1.33517 5.32960 -4.22756 -0.1 0.1 -0.1 0.065
H 0.11204 2.92229 2.54776 -0.5 0.2 0.4 0.054
H -0.38352 3.32110 -4.90625 -0.3 0.2 0.3 0.114
H 1.04559 5.27071 -7.70141 0.3 0.2 0.3 0.078
H 1.54679 3.65412 2.20477 0.2 0.4 -1.3 0.051
```
Positions in Å, forces in eV/Å.

2S+1: 4
E in eV: -71103.459
Charge: +2

=====

2.
The following is a quantum chemistry calculation of C12H30Cl2HgN2O4 as an isolated structure at a distorted geometry, from OMol25.

Structure (XYZ):
```
51
Properties=species:S:1:pos:R:3:forces:R:3:lowdin_charge:R:1
Hg -1.52590 0.80316 -0.00438 0.3 0.0 0.3 0.810
Cl -3.54542 -0.82633 -0.14185 0.8 0.5 -0.1 -0.232
Cl -0.03745 2.94213 0.54564 -0.6 -0.7 -0.2 -0.238
O 2.37249 -2.54685 1.18218 -0.1 0.0 0.4 -0.201
O -2.47293 2.09368 -1.78882 -0.1 0.0 -1.1 -0.330
O -2.05002 0.83745 2.35270 0.2 0.1 1.2 -0.354
O 2.84607 -0.29315 -1.90812 -0.1 0.4 0.4 -0.196
N -0.16175 0.23180 -2.01008 0.5 0.6 -1.3 -0.093
N -0.06717 -0.89057 1.18642 -0.9 -0.6 0.3 -0.081
C 2.15438 0.87764 -1.46079 0.1 0.1 -1.1 -0.232
C 3.98920 -0.50624 -1.11015 0.0 -1.2 0.4 -0.118
C 0.18124 -2.09433 0.38578 0.8 -0.5 0.5 -0.199
C 1.08037 -3.11688 1.07436 0.1 -0.2 -0.8 -0.221
C 0.97366 1.10361 -2.39704 0.8 -0.2 0.9 -0.204
C -0.98102 -1.24470 2.29272 1.0 -0.9 0.8 -0.235
C -1.23077 0.34287 -3.00675 -1.1 0.5 -0.1 -0.211
C -2.63321 1.88433 3.08592 -0.6 1.1 0.0 -0.118
C -1.87088 1.73555 -3.02894 0.6 -0.3 0.2 -0.221
C -1.35801 -0.08682 3.17833 -0.6 -0.4 -0.6 -0.208
C 3.18393 -3.21823 2.11383 0.3 -0.2 0.3 -0.110
C -2.87072 3.44948 -1.82383 0.0 0.7 1.4 -0.112
H -3.56342 1.59665 3.59066 0.2 -0.4 0.0 0.096
H 1.83204 0.80485 -0.42113 0.1 0.1 0.1 0.085
H -2.04182 4.13599 -1.61483 0.3 -0.2 -0.6 0.077
H -1.95881 2.34086 3.81694 0.2 -0.3 0.0 0.095
H -2.00652 -0.39480 -2.78170 0.1 -0.1 0.0 0.097
H 4.51687 -1.35561 -1.54495 0.1 0.1 -0.1 0.090
H -0.73249 -2.62360 0.11682 -0.3 0.5 -0.1 0.120
H 3.32523 -4.28181 1.89372 -0.2 0.0 -0.2 0.090
H -2.90965 2.68787 2.39906 0.2 -0.2 -0.1 0.082
H 0.73415 2.16166 -2.36932 -0.3 0.0 0.2 0.095
H 2.83949 1.71455 -1.62809 0.0 0.2 0.5 0.127
H -0.46708 -1.97545 2.93890 -0.1 0.1 0.1 0.116
H 4.67328 0.33865 -1.00654 -0.2 0.3 -0.3 0.089
H 4.17950 -2.77770 2.11016 -0.1 0.2 -0.1 0.088
H 1.36543 0.85942 -3.39177 -0.4 0.0 -0.2 0.131
H -2.61433 1.78621 -3.82642 -0.1 -0.1 0.0 0.131
H 0.73635 -1.83492 -0.50664 -0.1 0.2 -0.3 0.095
H -3.49936 3.63588 -0.94916 -0.4 -0.3 -0.3 0.094
H 0.69116 -3.49602 2.02428 0.1 0.3 0.2 0.114
H 0.24510 -0.68786 -2.13546 -0.3 -0.3 0.4 0.100
H -3.39824 3.70833 -2.74006 0.0 -0.1 -0.1 0.093
H 0.81153 -0.61572 1.61802 0.1 0.3 -0.3 0.119
H -0.88474 0.21375 -4.04049 0.2 -0.3 0.1 0.125
H -2.04133 -0.46702 3.94517 0.0 0.0 0.1 0.133
H -1.85387 -1.77890 1.92138 -0.1 0.4 -0.3 0.085
H -0.49299 0.33892 3.69762 0.0 0.3 -0.3 0.134
H 3.69553 -0.83421 -0.10671 0.0 0.2 0.1 0.070
H 1.14314 -3.98408 0.40454 0.0 -0.1 0.1 0.130
H 2.76842 -3.13596 3.12271 0.0 0.0 0.1 0.089
H -1.06867 2.44247 -3.25386 -0.2 0.3 -0.1 0.113
```
Positions in Å, forces in eV/Å.

2S+1: 1
ΔE to the lowest compared entry with this formula, charge and spin in kcal/mol: 5.8
E in eV: -53319.656

=====

3.
The following is a quantum chemistry calculation of one molecule with the formula C9H15N3O6 at a distorted geometry, from OMol25.

Structure (XYZ):
```
33
Properties=species:S:1:pos:R:3:forces:R:3:lowdin_charge:R:1
O -4.72170 -1.17550 -0.23484 -0.4 -0.1 0.8 0.061
O 1.10417 -0.56610 -1.10668 -0.2 0.5 -0.3 0.055
O -2.03732 3.52502 -0.54958 0.2 -0.8 2.2 0.122
O -1.35298 2.76178 1.46714 -0.4 -0.4 -1.3 0.133
O 4.06142 0.39327 -1.66517 -1.3 0.8 -3.2 0.159
O 5.43199 0.34148 0.05035 0.0 0.4 -0.5 0.112
N 1.74910 -1.07453 2.00361 0.0 -0.5 0.0 0.068
N 0.15380 0.81302 0.42114 -1.1 1.8 -0.7 0.128
N -3.05153 -2.65942 -0.31413 -0.2 -0.1 0.6 0.160
C -1.82898 0.40662 -0.96969 -0.9 -1.2 -0.2 -0.127
C 4.39187 0.04744 -0.47810 0.1 -1.7 3.5 -0.566
C 3.38448 -0.84833 0.26127 0.8 -0.7 0.2 -0.075
C -3.54055 -1.40511 -0.06884 -0.3 0.0 -2.2 -0.557
C 2.24897 -0.17746 0.96836 -0.1 0.6 0.0 -0.329
C 1.13006 0.02958 -0.03520 0.5 -0.2 0.1 -0.450
C -1.49732 2.55579 0.28384 0.7 1.9 0.4 -0.427
C -2.60429 -0.29129 0.18405 1.5 2.0 2.0 -0.092
C -0.83972 1.41899 -0.47917 0.1 -0.1 0.2 -0.235
H 1.49530 -1.95277 1.53599 0.0 0.3 0.5 0.099
H 3.18748 0.02048 -1.94173 0.7 0.3 0.5 0.132
H -2.24491 3.10178 -1.36656 -0.3 -0.3 -1.3 0.082
H -1.30503 -0.26698 -1.65322 0.0 -0.2 0.4 0.119
H 0.24532 1.32467 1.30005 0.2 -0.3 -0.4 0.148
H -3.76128 -3.36853 -0.23045 0.2 -0.2 -0.5 0.107
H -1.88341 -0.56882 0.99282 -0.2 -0.1 -0.8 0.128
H -2.50348 0.95156 -1.61370 -0.7 0.0 -0.2 0.117
H 2.57311 0.77948 1.42603 -0.3 -0.4 -0.2 0.170
H 0.92805 -0.69863 2.46967 0.1 -0.2 -0.1 0.078
H 3.90864 -1.38682 1.05549 0.3 0.1 -0.4 0.134
H -0.47743 1.91122 -1.42211 0.7 -0.6 1.0 0.180
H 2.93441 -1.55648 -0.44348 0.3 -0.1 0.2 0.123
H -3.17102 0.52121 0.71416 0.1 -0.8 -0.7 0.140
H -2.10724 -2.90663 -0.56132 -0.1 0.2 0.4 0.103
```
Positions in Å, forces in eV/Å.

2S+1: 1
ΔE to the lowest compared entry with this formula, charge and spin in kcal/mol: 40.1
E in eV: -26332.640